1.
Computed, not measured: C22H27GeN5O7Se4V as an isolated structure, with ωB97M-V with the def2-TZVPD basis set.

Last column: Löwdin spin population.
Cartesian coordinates (Å):
V -0.78 1.45 0.45  1.99
Se -2.37 -0.58 0.18  0.00
Se -3.64 -0.73 2.18  0.01
Se -4.09 1.54 2.21  0.00
Se -1.94 2.38 2.54  -0.04
O 4.60 2.27 3.20  0.00
C 3.56 2.10 2.63  0.00
C 2.82 3.15 1.79  -0.01
O 3.19 4.28 1.55  -0.01
C 1.60 2.48 1.34  0.00
C 1.53 1.18 1.83  0.01
O 0.49 0.46 1.55  0.00
C 2.71 0.82 2.61  0.00
O 3.00 -0.23 3.11  0.01
O 0.65 2.95 0.61  0.01
C 2.38 -5.08 -1.84  0.00
C 1.85 -3.69 -1.53  0.00
C 1.81 -3.41 -0.03  0.00
C 1.02 -2.14 0.33  0.00
Ge -0.91 -2.53 0.30  0.00
C -1.40 -3.54 1.92  0.00
C -1.53 -5.05 1.75  0.00
C -2.69 -5.48 0.85  0.00
C -2.91 -6.98 0.87  0.00
H 2.43 -5.26 -2.92  0.00
H 1.75 -5.85 -1.40  0.00
H 3.39 -5.22 -1.44  0.00
H 0.86 -3.56 -1.98  0.00
H 2.49 -2.93 -2.00  0.00
H 2.83 -3.29 0.34  0.00
H 1.41 -4.28 0.50  0.00
H 1.28 -1.34 -0.36  0.00
H 1.26 -1.80 1.33  0.00
H -1.34 -3.25 -0.99  0.00
H -2.32 -3.14 2.36  0.00
H -0.61 -3.31 2.64  0.00
H -1.69 -5.50 2.74  0.00
H -0.60 -5.48 1.38  0.00
H -2.50 -5.15 -0.18  0.00
H -3.60 -4.96 1.17  0.00
H -2.01 -7.52 0.57  0.00
H -3.71 -7.28 0.20  0.00
H -3.17 -7.32 1.88  0.00
N 3.15 0.88 -4.33  0.00
C 2.24 0.46 -3.76  0.00
N 1.21 -0.12 -3.17  0.01
C 0.55 0.42 -2.23  0.02
N -0.17 0.80 -1.39  0.00
O 2.66 6.66 0.03  0.00
C 1.35 7.04 0.33  0.00
N 0.38 6.07 -0.14  0.00
C -0.60 6.35 -1.03  0.00
O -0.83 7.45 -1.51  0.00
C -1.43 5.13 -1.37  0.00
C -1.94 4.92 -2.64  0.00
C -2.52 3.69 -2.93  0.00
C -2.50 2.70 -1.96  0.00
N -2.03 2.91 -0.73  0.00
C -1.58 4.13 -0.43  0.00
H 2.89 5.91 0.60  0.00
H 1.15 7.98 -0.19  0.00
H 1.23 7.18 1.41  0.00
H 0.54 5.11 0.13  0.00
H -1.86 5.70 -3.39  0.00
H -2.93 3.48 -3.91  0.00
H -2.82 1.69 -2.18  0.00
H -1.27 4.27 0.59  0.00

Computed properties:
2S+1: 3
Expectation value of S²: 2.0284
Charge: -1

2.
Computed, not measured: C22H27IN3V as an isolated structure, with ωB97M-V with the def2-TZVPD basis set.

Last column: Löwdin spin population.
Cartesian coordinates (Å):
V 0.56 0.77 -0.79  1.03
C -1.92 2.86 -1.05  0.00
N -1.71 1.46 -0.67  0.00
C -2.43 0.58 -1.61  0.00
C -2.22 1.15 0.65  0.00
C -3.34 1.75 1.18  0.00
C -3.91 1.30 2.37  0.00
C -3.35 0.18 2.98  0.00
C -2.22 -0.42 2.46  0.00
C -1.57 0.08 1.31  0.00
N -0.43 -0.41 0.74  0.01
C 0.43 -1.25 1.44  0.01
C 0.63 -1.25 2.82  0.00
C 1.58 -2.07 3.41  0.00
C 2.36 -2.91 2.65  0.00
C 2.20 -2.90 1.27  0.00
C 1.27 -2.07 0.66  0.00
N 1.16 -1.94 -0.77  0.01
C 2.35 -2.36 -1.49  0.00
C -0.01 -2.61 -1.30  0.00
H -2.99 3.10 -1.14  0.00
H -1.47 3.50 -0.30  0.00
H -1.46 3.05 -2.01  0.00
H -3.51 0.79 -1.58  0.00
H -2.07 0.73 -2.63  0.00
H -2.26 -0.46 -1.32  0.00
H -3.80 2.59 0.67  0.00
H -4.77 1.80 2.79  0.00
H -3.80 -0.23 3.87  0.00
H -1.82 -1.30 2.95  0.00
H 0.08 -0.55 3.44  0.00
H 1.73 -2.02 4.49  0.00
H 3.11 -3.55 3.10  0.00
H 2.85 -3.52 0.66  0.00
H 2.49 -3.45 -1.46  0.00
H 2.26 -2.06 -2.53  0.00
H 3.23 -1.88 -1.05  0.00
H 0.09 -3.71 -1.26  0.00
H -0.89 -2.31 -0.74  0.00
H -0.15 -2.32 -2.35  0.00
C 1.30 0.46 -2.98  0.00
C 2.50 0.78 -2.29  0.03
C 2.39 2.10 -1.84  -0.01
C 1.14 2.62 -2.22  0.00
C 0.46 1.60 -2.95  -0.01
H 1.08 -0.46 -3.50  0.00
H 3.34 0.13 -2.11  0.00
H 3.11 2.59 -1.21  0.00
H 0.79 3.62 -2.02  0.00
H -0.47 1.71 -3.49  0.00
I 3.68 0.85 1.35  -0.05
C 1.52 1.66 0.83  -0.04
H 1.81 2.71 0.78  0.00
H 1.08 1.50 1.82  0.00

Computed properties:
2S+1: 2
Expectation value of S²: 0.7951
Charge: -1

3.
Computed, not measured: C22H27MgN6S4 as an isolated structure, with ωB97M-V with the def2-TZVPD basis set.

Last column: natural (NBO) charge in e.
Cartesian coordinates (Å):
Mg -0.05 -0.89 -1.20  1.61
C -0.73 0.36 -4.54  -0.54
C -1.70 1.29 -3.83  -0.54
S -2.14 0.76 -2.15  0.16
C -1.91 2.30 -1.22  -0.54
C -0.51 2.91 -1.25  -0.55
S 0.79 1.74 -0.75  0.19
C 2.02 1.94 -2.06  -0.54
C 1.57 1.65 -3.49  -0.55
S 0.82 0.00 -3.69  0.19
H -0.51 0.75 -5.54  0.24
H -1.18 -0.63 -4.67  0.24
H -2.62 1.35 -4.41  0.25
H -1.29 2.30 -3.76  0.22
H -2.19 2.03 -0.20  0.26
H -2.64 3.02 -1.58  0.24
H -0.49 3.75 -0.56  0.25
H -0.26 3.29 -2.23  0.22
H 2.81 1.25 -1.76  0.26
H 2.42 2.95 -2.01  0.24
H 2.44 1.69 -4.14  0.25
H 0.86 2.39 -3.85  0.22
S 2.07 -1.97 -0.88  -0.57
C 1.87 -1.87 0.86  0.11
N 2.76 -2.50 1.62  -0.15
N 2.90 -2.25 2.91  -0.32
C 2.79 -1.06 3.67  0.11
C 2.83 0.22 3.13  -0.20
C 2.83 1.32 3.97  -0.21
C 2.78 1.16 5.35  -0.22
C 2.75 -0.12 5.89  -0.19
C 2.76 -1.22 5.05  -0.23
N 0.85 -1.24 1.52  -0.20
N -0.18 -0.90 0.86  -0.45
C -1.19 -0.26 1.65  0.18
C -2.50 -0.37 1.20  -0.27
C -3.53 0.25 1.89  -0.20
C -3.25 1.00 3.03  -0.21
C -1.93 1.12 3.47  -0.19
C -0.90 0.49 2.79  -0.24
H 3.38 -3.01 3.37  0.40
H 2.89 0.36 2.06  0.22
H 2.88 2.31 3.54  0.22
H 2.77 2.03 6.00  0.22
H 2.72 -0.26 6.96  0.23
H 2.74 -2.22 5.47  0.22
H -2.72 -0.99 0.33  0.21
H -4.55 0.14 1.55  0.22
H -4.04 1.50 3.56  0.23
H -1.70 1.70 4.35  0.23
H 0.13 0.57 3.12  0.24
N -1.12 -4.01 -3.83  -0.50
C -2.42 -3.57 -3.66  -0.08
C -2.35 -2.58 -2.74  -0.10
N -1.03 -2.41 -2.33  -0.66
C -0.32 -3.30 -3.01  0.21
H -0.82 -4.76 -4.43  0.44
H -3.25 -4.00 -4.19  0.24
H -3.15 -1.99 -2.32  0.23
H 0.74 -3.46 -2.91  0.25

Computed properties:
Charge: +1

4.
Computed, not measured: a 4-piece molecular cluster, C22H27N2S overall, with ωB97M-V with the def2-TZVPD basis set.

Last column: natural (NBO) charge in e.
Cartesian coordinates (Å):
N -3.52 -0.65 -0.77  -0.84
C -2.25 -0.20 -1.29  0.12
C -2.18 1.27 -1.71  -0.41
C -2.01 1.95 -0.35  -0.49
C -1.06 0.99 0.30  0.27
S 0.07 1.33 1.56  0.20
N -1.20 -0.18 -0.22  -0.49
H -3.51 -0.89 0.21  0.38
H -4.27 0.00 -0.94  0.38
H -1.91 -0.88 -2.08  0.22
H -3.02 1.61 -2.30  0.25
H -1.25 1.39 -2.27  0.23
H -2.93 1.84 0.23  0.26
H -1.70 2.99 -0.33  0.27
H 0.39 2.52 1.03  0.18
H -0.63 -0.98 0.05  0.45
C 1.80 -1.07 -1.35  -0.26
C 1.30 -2.30 -1.74  -0.18
C 2.16 -3.31 -2.14  -0.21
C 3.53 -3.07 -2.15  -0.20
C 4.03 -1.83 -1.77  -0.20
C 3.17 -0.83 -1.36  -0.21
H 1.12 -0.28 -1.03  0.17
H 0.23 -2.49 -1.73  0.18
H 1.77 -4.27 -2.44  0.23
H 4.21 -3.85 -2.47  0.23
H 5.10 -1.65 -1.79  0.23
H 3.56 0.14 -1.06  0.22
C 0.22 7.09 0.23  -0.20
C 0.42 5.85 0.81  -0.23
C -0.52 5.34 1.70  -0.24
C -1.66 6.07 2.00  -0.20
C -1.86 7.31 1.42  -0.21
C -0.92 7.82 0.53  -0.20
H 0.95 7.50 -0.46  0.22
H 1.32 5.29 0.59  0.21
H -0.35 4.38 2.17  0.19
H -2.39 5.67 2.70  0.22
H -2.75 7.88 1.65  0.22
H -1.08 8.79 0.08  0.22
C -0.12 -6.69 1.38  -0.21
C 1.21 -6.72 1.76  -0.20
C 1.97 -5.56 1.76  -0.20
C 1.40 -4.36 1.37  -0.24
C 0.06 -4.33 0.99  -0.16
C -0.70 -5.49 0.99  -0.24
H -0.71 -7.59 1.38  0.22
H 1.66 -7.66 2.06  0.22
H 3.01 -5.60 2.05  0.22
H 1.99 -3.45 1.36  0.21
H -0.39 -3.39 0.69  0.16
H -1.74 -5.46 0.69  0.21

Computed properties:
Charge: +1

5.
Computed, not measured: one molecule with the formula C22H27N3O2, with ωB97M-V with the def2-TZVPD basis set.

Last column: natural (NBO) charge in e.
Cartesian coordinates (Å):
C -8.73 -2.32 0.47  -0.26
O -7.41 -1.81 0.47  -0.51
C -7.24 -0.63 -0.15  0.78
O -8.16 -0.03 -0.67  -0.60
C -5.85 -0.15 -0.10  -0.20
C -4.83 -0.88 0.52  -0.15
C -3.55 -0.39 0.53  -0.24
C -3.24 0.84 -0.06  0.05
C -1.89 1.36 -0.05  -0.09
N -0.95 0.70 0.52  -0.19
N 0.29 1.10 0.66  -0.23
C 1.23 0.08 1.08  -0.23
C 2.09 -0.37 -0.12  -0.24
N 2.74 0.73 -0.80  -0.45
C 3.91 1.24 -0.10  -0.25
C 5.04 0.24 -0.16  -0.07
C 5.17 -0.57 -1.28  -0.19
C 6.19 -1.50 -1.38  -0.22
C 7.12 -1.63 -0.36  -0.01
C 8.25 -2.61 -0.47  -0.63
C 7.00 -0.81 0.75  -0.24
C 5.98 0.12 0.87  0.08
C 5.91 0.99 2.10  -0.65
C 1.77 1.74 -1.17  -0.22
C 0.93 2.23 0.02  -0.27
C -4.26 1.56 -0.68  -0.25
C -5.55 1.07 -0.70  -0.14
H -9.09 -2.46 -0.56  0.19
H -8.69 -3.28 0.99  0.19
H -9.41 -1.64 0.98  0.19
H -5.07 -1.83 0.98  0.23
H -2.75 -0.94 1.01  0.23
H -1.76 2.34 -0.53  0.16
H 0.66 -0.76 1.47  0.23
H 1.87 0.49 1.87  0.18
H 2.85 -1.08 0.21  0.22
H 1.44 -0.87 -0.85  0.20
H 3.70 1.50 0.94  0.17
H 4.23 2.15 -0.62  0.21
H 4.44 -0.47 -2.07  0.23
H 6.26 -2.12 -2.27  0.21
H 9.15 -2.11 -0.83  0.22
H 8.00 -3.41 -1.16  0.22
H 8.47 -3.04 0.51  0.22
H 7.72 -0.90 1.55  0.20
H 6.76 0.79 2.74  0.22
H 5.00 0.79 2.67  0.21
H 5.92 2.04 1.83  0.21
H 2.29 2.58 -1.64  0.20
H 1.10 1.29 -1.91  0.20
H 0.18 2.95 -0.31  0.22
H 1.57 2.72 0.76  0.20
H -4.04 2.51 -1.15  0.21
H -6.35 1.62 -1.18  0.23

6.
Computed, not measured: one molecule with the formula C22H27N3O2S, with ωB97M-V with the def2-TZVPD basis set.

Last column: natural (NBO) charge in e.
Cartesian coordinates (Å):
C 5.68 0.71 0.04  -0.66
S 4.10 0.54 -1.14  0.03
C 3.21 2.11 -0.24  -0.35
C 2.70 1.95 1.32  -0.44
C 1.51 1.24 1.24  -0.15
N 1.73 -0.12 0.84  -0.66
C 1.13 -1.25 1.37  0.69
O 0.15 -0.91 2.24  -0.73
C 1.37 -2.48 0.68  -0.19
C 1.58 -2.36 -0.57  -0.49
C 0.41 -1.83 -1.36  0.07
C 0.40 -0.63 -1.92  -0.25
C -0.68 -0.01 -2.47  -0.16
C -2.00 -0.76 -1.92  -0.14
C -1.91 -2.00 -1.15  -0.22
C -0.81 -2.44 -0.71  -0.09
C -0.61 -3.65 -0.12  -0.27
N 0.44 -3.71 0.95  -0.57
C 0.28 1.68 0.60  0.63
O 0.35 2.69 -0.13  -0.70
N -0.78 1.36 1.00  -0.57
C -2.10 1.33 0.30  0.20
C -2.48 2.35 -0.15  -0.27
C -3.81 2.46 -0.83  -0.17
C -4.86 1.64 -0.32  -0.18
C -4.32 0.43 0.64  0.04
C -5.48 -0.61 0.98  -0.58
C -3.23 0.50 1.16  -0.26
H 5.58 0.50 1.00  0.19
H 6.40 0.01 -0.49  0.22
H 6.18 1.64 -0.20  0.22
H 4.06 2.93 -0.27  0.20
H 2.54 2.34 -0.83  0.17
H 2.57 3.13 1.45  0.26
H 3.78 1.75 1.69  0.26
H 1.32 1.24 2.45  0.25
H 2.43 -0.28 0.07  0.44
H 2.39 -2.81 1.25  0.25
H 1.82 -3.36 -1.07  0.24
H 2.53 -1.84 -0.80  0.24
H 1.36 -0.05 -2.59  0.21
H -0.72 0.80 -3.02  0.20
H -2.90 -0.45 -2.28  0.19
H -2.84 -2.13 -0.91  0.21
H -1.64 -3.94 0.58  0.20
H -0.27 -4.51 -0.57  0.23
H -0.01 -3.14 1.97  0.37
H -0.69 0.41 1.56  0.44
H -1.87 3.10 -0.71  0.26
H -4.04 3.29 -1.65  0.22
H -5.63 1.44 -0.73  0.15
H -5.10 -1.14 1.55  0.18
H -5.72 -1.06 0.09  0.21
H -6.16 -0.06 1.51  0.22
H -2.90 -0.40 1.64  0.21

7.
Computed, not measured: one molecule with the formula C22H27N3O3, with ωB97M-V with the def2-TZVPD basis set.

Last column: natural (NBO) charge in e.
Cartesian coordinates (Å):
C -0.65 3.02 4.55  -0.64
C 0.01 2.13 3.54  0.01
C -0.50 0.85 3.30  -0.03
C -1.76 0.41 3.99  -0.64
C 0.17 -0.01 2.43  0.09
C -0.33 -1.41 2.19  -0.66
C 1.32 0.42 1.79  -0.17
C 2.03 -0.49 0.84  0.64
O 2.84 -1.32 1.18  -0.53
C 1.68 -0.29 -0.64  -0.35
C 0.32 0.36 -0.88  -0.41
C 0.09 0.51 -2.39  -0.19
N 0.17 -0.78 -3.04  -0.40
C -0.88 -1.50 -3.49  0.44
C -2.20 -1.00 -3.52  -0.32
C -3.19 -1.79 -4.04  -0.11
C -2.87 -3.07 -4.52  -0.10
N -3.87 -3.91 -5.07  0.53
O -3.53 -5.01 -5.47  -0.39
O -5.01 -3.49 -5.11  -0.40
C -1.54 -3.48 -4.44  0.12
N -0.59 -2.73 -3.95  -0.50
C 1.47 -1.40 -2.88  -0.23
C 1.77 -1.62 -1.40  -0.39
C 1.83 1.71 2.00  0.00
C 3.11 2.12 1.33  -0.64
C 1.15 2.57 2.86  0.00
C 1.64 3.98 3.04  -0.64
H -1.43 3.63 4.07  0.22
H -1.12 2.44 5.33  0.22
H 0.07 3.69 5.01  0.22
H -1.55 0.10 5.02  0.22
H -2.22 -0.43 3.48  0.22
H -2.48 1.22 4.02  0.22
H -1.30 -1.41 1.69  0.21
H 0.37 -1.98 1.59  0.22
H -0.45 -1.94 3.14  0.23
H 2.46 0.38 -1.03  0.23
H -0.47 -0.27 -0.46  0.21
H 0.26 1.34 -0.41  0.23
H 0.88 1.14 -2.81  0.20
H -0.86 0.98 -2.59  0.21
H -2.45 -0.03 -3.14  0.22
H -4.22 -1.46 -4.09  0.25
H -1.25 -4.46 -4.80  0.22
H 2.23 -0.74 -3.32  0.19
H 1.47 -2.35 -3.42  0.26
H 1.03 -2.32 -0.99  0.21
H 2.76 -2.06 -1.27  0.24
H 3.65 1.26 0.96  0.22
H 3.76 2.64 2.04  0.23
H 2.91 2.80 0.49  0.21
H 2.22 4.31 2.18  0.22
H 0.80 4.67 3.16  0.22
H 2.27 4.06 3.93  0.22

8.
Computed, not measured: one molecule with the formula C22H27N3S, with ωB97M-V with the def2-TZVPD basis set.

Last column: natural (NBO) charge in e.
Cartesian coordinates (Å):
C -4.54 -1.67 -2.00  -0.40
C -4.46 -0.47 -1.44  0.02
C -5.50 0.07 -0.51  -0.66
C -3.26 0.42 -1.67  -0.25
N -2.61 0.80 -0.42  -0.63
C -2.21 -0.11 0.52  0.34
S -2.63 0.16 2.10  -0.29
N -1.48 -1.18 0.14  -0.44
C -1.10 -2.18 1.10  -0.24
C 0.29 -1.86 1.66  -0.22
N 1.22 -1.45 0.61  -0.47
C 1.94 -0.20 0.82  -0.12
C 3.31 -0.25 0.19  0.05
C 4.04 0.92 0.03  -0.23
C 5.32 0.88 -0.51  -0.21
C 5.88 -0.32 -0.89  -0.21
C 5.17 -1.49 -0.71  -0.21
C 3.90 -1.46 -0.17  -0.23
C 1.15 1.03 0.40  0.04
C 1.16 1.48 -0.91  -0.25
C 0.39 2.57 -1.29  -0.22
C -0.39 3.23 -0.35  -0.22
C -0.39 2.80 0.96  -0.19
C 0.38 1.71 1.34  -0.23
C 0.75 -1.75 -0.72  -0.23
C -0.66 -1.18 -1.05  -0.25
H -5.39 -2.31 -1.83  0.20
H -3.78 -2.05 -2.65  0.19
H -6.38 -0.56 -0.51  0.22
H -5.11 0.11 0.51  0.24
H -5.79 1.08 -0.80  0.21
H -3.58 1.35 -2.15  0.21
H -2.56 -0.07 -2.34  0.20
H -3.09 1.57 0.04  0.41
H -1.11 -3.15 0.60  0.19
H -1.83 -2.19 1.91  0.26
H 0.19 -1.06 2.40  0.21
H 0.69 -2.75 2.17  0.19
H 2.10 -0.14 1.91  0.22
H 3.61 1.86 0.32  0.22
H 5.87 1.80 -0.64  0.21
H 6.88 -0.35 -1.32  0.21
H 5.61 -2.44 -0.99  0.21
H 3.35 -2.38 -0.01  0.23
H 1.78 0.98 -1.65  0.22
H 0.41 2.91 -2.32  0.21
H -0.99 4.08 -0.65  0.21
H -0.99 3.30 1.70  0.22
H 0.37 1.39 2.37  0.22
H 1.47 -1.37 -1.44  0.22
H 0.72 -2.84 -0.82  0.19
H -1.12 -1.80 -1.83  0.19
H -0.57 -0.16 -1.41  0.23

The records above yield energy relative to the best compared isomer or geometry (same formula, charge and spin) values of 0.0396 1.5895 0.7122 1.4345 2.8942 22.0971 5.0600 2.2349 eV, respectively.